[1]
{"formula": "C12H19Cl3O3Ti", "method": "the ωB97M-V functional and the def2-TZVPD basis", "species": ["C", "C", "C", "C", "C", "C", "C", "C", "C", "C", "Ti", "Cl", "Cl", "Cl", "H", "H", "H", "H", "H", "H", "H", "H", "H", "H", "H", "H", "H", "H", "H", "O", "H", "C", "C", "O", "O", "H", "H", "H"], "positions_angstrom": [[2.3844, -0.3121, 0.2175], [2.2825, 0.7175, -0.7457], [1.5436, 0.2280, -1.8468], [2.8889, 2.0644, -0.6417], [1.1930, -1.1390, -1.5810], [1.7169, -1.4777, -0.2945], [1.6877, -2.8192, 0.3408], [3.1740, -0.2250, 1.4680], [1.3114, 0.9690, -3.1086], [0.5318, -2.0680, -2.5322], [0.0000, 0.0000, 0.0000], [-0.0726, 2.2856, 0.6155], [0.1537, -0.4175, 2.3482], [-1.5305, 0.6781, -1.7613], [2.9637, 2.3914, 0.3901], [2.3110, 2.8066, -1.1825], [3.8956, 2.0465, -1.0644], [0.9899, 1.9893, -2.9208], [0.5555, 0.4948, -3.7227], [2.2420, 1.0079, -3.6784], [-0.2307, -1.5623, -3.1169], [0.0587, -2.8955, -2.0127], [1.2687, -2.4838, -3.2213], [0.8050, -3.3778, 0.0465], [1.6750, -2.7428, 1.4230], [2.5680, -3.3927, 0.0452], [2.9986, 0.7126, 1.9874], [4.2371, -0.2836, 1.2253], [2.9360, -1.0287, 2.1535], [-0.3367, -3.3188, 3.9177], [-0.8311, -4.1530, 3.8653], [-4.1232, -1.0705, 1.0584], [-2.7569, -1.1108, 0.4554], [-2.4203, -2.0679, -0.3794], [-1.8996, -0.1664, 0.7625], [-4.7361, -1.9239, 0.7031], [-4.6238, -0.1233, 0.7729], [-4.0421, -1.1150, 2.1650]], "forces_ev_per_a": [[-0.42, -0.55, -0.51], [-0.56, -0.57, 0.04], [-0.05, -0.74, 0.41], [0.16, 0.18, -0.02], [0.70, 0.50, 0.36], [0.42, 0.68, -0.52], [-0.03, -0.09, 0.18], [0.16, -0.01, 0.17], [0.04, 0.12, -0.20], [-0.15, -0.15, -0.14], [-2.06, 1.58, 1.93], [0.47, 0.05, -0.27], [0.81, -0.18, -0.82], [0.46, -0.06, -0.69], [-0.05, 0.03, 0.13], [-0.13, 0.08, -0.04], [0.17, 0.02, -0.06], [-0.11, 0.12, 0.05], [-0.14, -0.06, -0.02], [0.16, 0.02, -0.12], [-0.15, 0.08, 0.01], [-0.13, -0.04, 0.07], [0.14, -0.07, -0.10], [-0.15, -0.08, 0.05], [-0.18, -0.06, 0.22], [0.12, -0.09, -0.08], [-0.09, 0.10, 0.08], [0.20, 0.00, -0.04], [-0.13, -0.09, 0.09], [-0.01, -0.48, 0.15], [0.12, 0.20, 0.00], [-0.73, 0.07, 0.42], [3.66, -1.90, -2.95], [-1.23, 2.83, 2.75], [-2.07, -1.62, -0.31], [0.51, 0.49, 0.17], [0.28, -0.41, 0.22], [-0.01, 0.10, -0.63]], "mulliken_charge": [1.2192, 0.2588, 1.1206, -1.6088, 0.7985, 0.6639, -1.7881, -2.0023, -1.9510, -1.8078, 0.2365, -0.4149, -0.2859, -0.4729, 0.3277, 0.3376, 0.3693, 0.4151, 0.3347, 0.3535, 0.3433, 0.3333, 0.3087, 0.3756, 0.3638, 0.2686, 0.4350, 0.3436, 0.3803, -1.0954, 0.0949, -1.1206, 1.0698, -0.6944, -0.2911, 0.2784, 0.2317, 0.2707], "homo_lumo_gap_ev": 4.3131, "e_tot_ev": -79581.8356, "lumo_energy_ev": 4.7, "total_charge": -2}



[2]
{"formula": "C4H13O4", "method": "the ωB97M-V functional and the def2-TZVPD basis", "species": ["C", "O", "C", "C", "C", "O", "H", "H", "H", "H", "H", "H", "H", "H", "H", "H", "H", "O", "H", "H", "O"], "positions_angstrom": [[1.6444, -0.1943, -1.6782], [0.2881, -0.4450, -2.2762], [1.5820, 0.2063, -0.1091], [0.1062, 0.5646, 0.2288], [0.0690, 1.0576, 1.8874], [-0.8937, -0.2806, 0.0328], [2.2893, 0.3844, -2.4470], [2.2836, -1.2192, -1.5922], [1.4888, -0.6411, 0.5918], [2.1584, 1.0445, -0.0114], [-0.2960, 1.5047, -0.1015], [0.7901, 0.4342, 2.3595], [-0.8665, 0.5908, 2.2134], [0.0729, 2.0878, 2.2467], [-2.8556, 1.0584, 0.5832], [-2.4983, 0.4361, -0.6288], [-0.2618, -0.5979, -1.4453], [-2.9139, 1.2499, -0.4058], [-0.8732, -2.9169, -0.4494], [-0.4743, -1.6607, 0.4870], [-0.8395, -2.6638, 0.5142]], "forces_ev_per_a": [[0.55, -3.11, -0.04], [2.61, 0.26, 1.34], [-4.64, -1.91, -2.71], [-0.80, 4.86, 3.08], [-0.78, -1.86, -1.46], [0.96, -2.41, -0.26], [-1.34, -0.16, 1.66], [-1.51, 1.75, -0.69], [2.13, -0.14, -0.47], [1.85, 1.71, 1.30], [0.80, 1.18, -1.43], [1.11, -0.18, 0.89], [-0.17, 0.30, -0.07], [0.40, 0.11, -0.55], [-0.20, 0.88, -1.72], [1.27, -1.27, -0.94], [-0.17, 0.25, -0.61], [-1.34, 0.86, 2.62], [0.10, 0.54, 1.59], [-1.87, -1.52, -0.43], [1.06, -0.15, -1.10]], "mulliken_charge": [-0.3005, -0.6404, -1.1054, 0.3305, -1.4153, -0.9382, 0.3020, 0.1279, 0.4782, 0.3635, 0.5822, 0.3881, 0.3644, 0.3268, 0.3122, 0.3469, 0.3563, -0.6801, 0.2807, 0.3123, -0.7921], "homo_lumo_gap_ev": 8.1591, "e_tot_ev": -12547.1242, "lumo_energy_ev": 4.0, "total_charge": -1}



[3]
{"formula": "C3H13NO3", "method": "the ωB97M-V functional and the def2-TZVPD basis", "species": ["C", "N", "C", "C", "O", "H", "H", "H", "H", "H", "H", "H", "H", "H", "H", "H", "O", "H", "H", "O"], "positions_angstrom": [[-0.5608, -0.9339, 1.8435], [-0.8466, -0.9238, 0.3576], [0.5554, -1.1857, -0.2805], [0.4735, -0.7729, -1.7491], [0.0833, 0.6488, -1.9915], [0.3541, -0.3083, 1.8666], [-0.5213, -2.0872, 1.9920], [-1.3253, -0.3071, 2.3392], [-1.3881, -1.7655, 0.0813], [1.3331, -0.5708, 0.0478], [0.6037, -2.3520, -0.1033], [1.3937, -0.9381, -2.2682], [-0.3822, -1.3742, -2.3443], [0.7432, 1.0712, -1.2981], [2.8928, 1.2046, 1.1468], [2.0543, 2.4266, 0.8104], [2.9184, 2.0623, 0.6228], [-2.6569, 2.3794, -1.0834], [-3.0305, 1.4016, 0.1261], [-2.6939, 2.3250, -0.1158]], "forces_ev_per_a": [[-0.75, -0.79, -2.23], [1.76, 0.29, -0.37], [-4.37, -2.22, -1.42], [-3.57, -0.55, -2.06], [2.86, -0.88, 2.89], [-0.05, -0.91, 0.87], [0.42, 2.08, 1.37], [0.07, -1.00, 0.24], [0.43, 0.87, 0.45], [1.13, 0.51, 1.76], [1.22, 2.06, -0.70], [0.77, -0.29, -0.26], [1.90, 1.09, 1.36], [-1.99, -0.30, -1.88], [0.05, 0.94, -0.57], [-0.78, 0.33, 0.17], [0.76, -1.24, 0.35], [0.09, -0.43, 0.42], [1.04, 1.88, -0.84], [-1.01, -1.44, 0.45]], "lowdin_spin": [0.1336, 0.0166, 0.1078, 0.0423, 0.0494, 0.0663, 0.0158, 0.0132, 0.0069, 0.0453, 0.0203, 0.0107, 0.0012, 0.0377, 0.0992, 0.0857, 0.2043, 0.0063, 0.0059, 0.0315], "homo_lumo_gap_ev": [3.0196, 9.1075], "e_tot_ev": -10950.9734, "lumo_energy_ev": [3.8, 3.6], "s2": 0.751, "total_charge": -1, "multiplicity": 2}



[4]
{"formula": "C10H19IrNSi", "method": "the ωB97M-V functional and the def2-TZVPD basis", "species": ["C", "C", "C", "C", "C", "Ir", "N", "C", "C", "H", "H", "H", "H", "H", "H", "H", "H", "H", "H", "C", "Si", "C", "C", "H", "H", "H", "H", "H", "H", "H", "H", "H"], "positions_angstrom": [[-0.3213, 0.7428, -3.0966], [1.0881, 0.9398, -2.7690], [1.1495, 1.5452, -1.4593], [-0.1919, 1.7995, -1.0230], [-1.0796, 1.2808, -2.0010], [0.2283, -0.5380, -1.5733], [-1.6164, 0.9720, 0.8243], [0.7536, -2.2565, -2.1695], [1.9688, -1.5790, -1.9496], [2.0647, 1.8472, -0.9132], [1.9566, 0.6500, -3.3872], [-0.4156, 2.4853, -0.1813], [-2.1753, 1.4051, -1.9770], [-0.7169, 0.2471, -3.9916], [2.4665, -1.0844, -2.7400], [0.3239, -2.8326, -1.3769], [-2.3221, 0.3984, 0.2789], [2.6041, -1.6563, -1.0496], [0.5760, -2.4999, -3.2137], [0.7444, 1.1624, 2.2264], [-0.7998, 0.0877, 2.0184], [-0.0140, -1.5711, 2.2066], [-2.2797, 0.0547, 3.2581], [1.4906, 0.9158, 1.4581], [1.2292, 1.0419, 3.1993], [0.5048, 2.2020, 2.0851], [0.3737, -1.6862, 3.2470], [-0.6562, -2.4512, 2.0649], [0.8657, -1.7823, 1.5873], [-2.0063, 0.1100, 4.2947], [-2.9222, 0.8909, 3.0193], [-2.8711, -0.8409, 3.1031]], "forces_ev_per_a": [[0.52, 1.03, -1.54], [0.36, 1.74, -1.04], [0.93, 0.95, -0.39], [-0.08, 1.73, -0.72], [-0.53, 2.03, 0.02], [-4.45, -0.03, 5.18], [-2.63, -0.91, -1.32], [0.95, -3.18, -1.42], [3.79, -1.10, 0.55], [-0.80, -0.34, -0.55], [-0.84, 0.42, 0.42], [-0.01, -1.02, -0.74], [0.83, -0.43, 0.05], [0.20, 0.61, 0.37], [0.71, -0.41, -0.87], [0.14, -1.33, -0.01], [0.97, 0.81, 0.47], [-0.62, -0.07, -0.33], [-0.54, -0.32, 0.18], [-0.05, -0.13, 0.39], [1.18, 0.04, 1.84], [0.39, -1.87, 0.05], [0.49, 0.34, -0.77], [-0.25, -0.21, 0.11], [-0.01, 0.02, -0.04], [-0.09, 0.59, 0.09], [-0.39, 0.43, -0.41], [-0.12, 0.25, -0.02], [-0.13, 0.37, -0.13], [0.26, 0.01, 0.55], [-0.21, 0.32, 0.13], [0.04, -0.33, -0.08]], "lowdin_spin": [0.1291, 0.1380, 0.2190, 0.2340, 0.2234, 2.1570, 0.8109, 0.2215, 0.3703, 0.0114, 0.0085, 0.0157, 0.0120, 0.0082, 0.0274, 0.0613, 0.0300, 0.0384, 0.0205, 0.0047, 0.1197, 0.0369, 0.0671, 0.0025, 0.0005, 0.0001, 0.0035, 0.0029, 0.0111, 0.0091, 0.0036, 0.0015], "homo_lumo_gap_ev": [4.5843, 7.4807], "e_tot_ev": -22874.9776, "lumo_energy_ev": [0.6, -2.1], "s2": 8.769, "multiplicity": 6}